1.
# C20H60MnNO13

C20H60MnNO13 as an isolated structure at a distorted geometry (the ωB97M-V functional and the def2-TZVPD basis, OMol25).

As for the expectation value of S²: 12.00. The HOMO-LUMO gap (alpha / beta) is 0.1589 / 0.3797 Eh. The value obtained for the molecular weight is 577.63 Da. The spin multiplicity is 7. As for the net charge: 0. The LUMO energy (alpha / beta) is 0.6 / 0.5 eV. The HOMO energy (alpha / beta) is -3.77 / -9.83 eV.

Positions of all 95 atoms, in Å:
Mn1 -1.736 -0.721 -1.987
O1 0.933 1.925 -0.153
O2 -0.529 -2.323 -2.500
O3 -3.215 0.752 2.302
O4 1.240 0.009 0.711
O5 0.140 -2.966 1.182
O6 3.436 1.686 -1.557
O7 -0.340 4.519 0.048
O8 4.266 -3.362 1.603
O9 -2.075 -2.084 -0.224
O10 -0.228 0.179 -0.749
O11 -0.839 0.581 -3.500
O12 -2.923 0.768 -0.964
O13 0.819 -0.898 3.785
N1 0.628 0.755 -0.054
C1 -1.963 0.546 2.924
C2 -3.594 2.914 -0.481
C3 -2.079 2.559 -4.139
C4 -0.768 1.994 -3.594
C5 1.424 0.304 4.319
C6 -3.210 -2.640 0.396
C7 -0.390 6.861 -0.380
C8 -4.089 1.586 -1.097
C9 4.319 -1.192 0.717
C10 -2.365 -0.268 4.081
C11 -0.297 -3.603 2.330
C12 3.003 1.020 -3.795
C13 0.882 -4.345 2.974
C14 3.456 -2.410 0.942
C15 2.567 1.016 3.529
C16 3.516 0.553 -2.446
C17 0.698 -2.849 -1.954
C18 -3.264 -4.117 0.091
C19 1.762 -2.873 -3.021
C20 0.317 5.542 -0.673
H1 0.100 2.270 -4.193
H2 -3.079 -2.439 1.459
H3 2.128 1.516 2.666
H4 -4.949 1.178 -0.566
H5 -0.563 2.525 -2.665
H6 -2.972 -1.116 3.762
H7 5.176 -1.377 0.070
H8 -0.334 0.235 -4.240
H9 -1.364 0.127 2.115
H10 0.619 -3.854 -1.538
H11 -3.714 -4.294 -0.886
H12 1.772 -1.878 -3.466
H13 2.031 1.500 -3.679
H14 -1.958 3.510 -4.658
H15 0.836 -2.325 1.340
H16 -3.849 -4.603 0.872
H17 3.269 1.656 4.062
H18 2.628 -2.083 1.572
H19 -0.105 7.243 0.600
H20 1.353 -5.118 2.367
H21 0.661 1.082 4.348
H22 -0.721 -2.920 3.066
H23 1.644 -3.656 -3.770
H24 2.859 -0.238 -2.084
H25 -1.050 -4.333 2.033
H26 -1.473 6.855 -0.505
H27 4.743 -0.809 1.646
H28 3.780 -0.370 0.247
H29 0.649 -4.806 3.935
H30 4.522 0.146 -2.552
H31 1.381 5.596 -0.442
H32 -0.125 7.589 -1.146
H33 2.600 1.646 -1.087
H34 -4.420 3.626 -0.492
H35 -2.957 0.391 4.716
H36 -1.485 -0.659 4.592
H37 -2.932 2.584 -3.462
H38 3.165 0.207 3.109
H39 3.028 0.263 -4.579
H40 3.135 -2.571 -0.087
H41 -1.510 1.439 3.354
H42 -2.665 0.848 -0.043
H43 0.071 3.674 -0.150
H44 -0.784 -2.977 -3.155
H45 2.777 -2.911 -2.625
H46 -4.367 1.723 -2.142
H47 -3.683 1.452 2.764
H48 0.305 5.316 -1.739
H49 -2.401 1.869 -4.919
H50 -2.380 -4.754 0.124
H51 1.008 -2.227 -1.114
H52 1.811 0.132 5.324
H53 1.689 -3.644 3.186
H54 -2.720 3.356 -0.960
H55 -1.258 -2.460 0.111
H56 -4.148 -2.135 0.168
H57 -3.248 2.760 0.541
H58 3.901 -4.249 1.562
H59 3.586 1.759 -4.344
H60 0.485 -0.683 2.911

Mulliken population analysis, charges in e, atoms 1 to 6: atom 1 (Mn): 1.18, atom 2 (O): -0.75, atom 3 (O): 0.21, atom 4 (O): -0.53, atom 5 (O): -0.03, atom 6 (O): 0.11

2.
# C17H29N5O7

C17H29N5O7 in the gas phase (the ωB97M-V functional and the def2-TZVPD basis, OMol25).

Its structure (SMILES) is COCCOCC(=O)NC[C@@]1(OC)CCN(C(=O)CCCn2c(O)nnc2O)C1. The HOMO-LUMO gap is 0.3525 Eh. The value obtained for the molecular weight is 415.45 Da. As for the net charge: 0. The LUMO energy is 0.6 eV. The HOMO energy is -9.00 eV.

Positions of all 58 atoms, in Å:
O1 3.773 -0.457 0.061
O2 1.635 0.729 2.299
O3 2.124 0.899 -2.271
O4 1.496 3.547 2.895
O5 -3.021 -1.654 -2.497
O6 -3.403 -3.727 1.692
O7 -1.032 0.164 2.423
N1 1.604 -1.144 -0.086
N2 -1.107 -3.274 1.953
N3 -2.543 -1.592 2.090
N4 -1.138 -0.418 -2.500
N5 -0.390 -2.088 2.180
C1 0.843 -0.597 -3.788
C2 -2.345 -2.933 1.894
C3 1.783 1.777 1.334
C4 1.584 -1.375 -1.514
C5 3.398 0.645 -2.842
C6 2.432 -0.443 2.062
C7 -3.819 -0.890 0.113
C8 -2.580 -0.307 -0.548
C9 -0.631 -1.028 -3.730
C10 0.702 4.605 3.379
C11 0.935 2.946 1.754
C12 -2.295 -0.849 -1.936
C13 -3.708 -0.832 1.638
C14 2.697 -0.685 0.578
C15 -1.263 -1.130 2.248
C16 1.184 -0.150 -2.355
C17 -0.143 0.443 -1.889
H1 0.868 -2.176 -1.710
H2 3.949 -0.105 -2.274
H3 -0.294 4.252 3.670
H4 1.487 -1.402 -4.144
H5 1.203 5.016 4.252
H6 2.833 2.079 1.289
H7 -3.579 0.187 2.000
H8 3.944 1.583 -2.793
H9 -4.718 -0.361 -0.206
H10 3.403 -0.309 2.540
H11 1.894 -1.278 2.507
H12 0.971 0.258 -4.453
H13 -4.593 -1.254 2.112
H14 -0.050 0.324 2.459
H15 2.565 -1.725 -1.843
H16 -1.191 -0.682 -4.601
H17 3.310 0.344 -3.890
H18 -3.944 -1.927 -0.198
H19 1.484 1.438 0.340
H20 0.891 3.662 0.921
H21 0.867 -1.535 0.495
H22 -0.220 0.466 -0.806
H23 0.588 5.394 2.626
H24 -0.765 -2.109 -3.675
H25 -2.609 0.786 -0.561
H26 -3.067 -4.624 1.563
H27 -1.700 -0.568 0.044
H28 -0.093 2.615 1.961
H29 -0.206 1.470 -2.263

natural (NBO) population analysis, charges in e, atoms 1 to 6: atom 1 (O): -0.62, atom 2 (O): -0.56, atom 3 (O): -0.54, atom 4 (O): -0.53, atom 5 (O): -0.63, atom 6 (O): -0.66

3.
# H6O3PSi

A 2-piece molecular cluster, H6O3PSi overall (the ωB97M-V functional and the def2-TZVPD basis, OMol25).

The HOMO-LUMO gap is 0.1765 Eh. The value obtained for the molecular weight is 113.10 Da. As for the net charge: +1. The LUMO energy is -7.5 eV. The HOMO energy is -12.33 eV.

Positions of all 11 atoms, in Å:
P1 -2.101 -0.054 0.348
Si1 2.925 -0.146 -0.193
O1 -1.943 1.164 -0.720
O2 -0.792 0.253 1.293
O3 -1.355 -1.216 -0.512
H1 3.955 -0.581 0.748
H2 3.371 0.551 -1.400
H3 -0.991 0.282 2.227
H4 1.493 -0.363 0.039
H5 -2.640 1.818 -0.723
H6 -1.922 -1.708 -1.106

natural (NBO) population analysis, charges in e, atoms 1 to 6: atom 1 (P): 1.52, atom 2 (Si): 1.34, atom 3 (O): -1.01, atom 4 (O): -1.03, atom 5 (O): -1.01, atom 6 (H): -0.13

4.
# C20H23ClN4O3S2

C20H23ClN4O3S2 in the gas phase at a distorted geometry (the ωB97M-V functional and the def2-TZVPD basis, OMol25).

Its structure (SMILES) is C=CCNC(=S)Nc1ccc(N2CCOCC2)c(S(=O)(=O)Nc2ccccc2Cl)c1. The HOMO-LUMO gap is 0.3013 Eh. The value obtained for the molecular weight is 467.02 Da. As for the net charge: 0. The LUMO energy is 0.2 eV. The HOMO energy is -8.02 eV.

Positions of all 53 atoms, in Å:
Cl1 -1.196 3.982 -1.747
S1 -0.973 -6.152 -1.839
S2 1.132 0.418 -0.096
O1 -1.478 3.701 2.978
O2 2.017 0.534 1.027
O3 1.702 -0.113 -1.300
N1 -1.490 -3.921 -0.642
N2 0.763 -4.541 -0.659
N3 -1.395 1.220 1.622
N4 0.444 1.921 -0.403
C1 -0.508 -4.803 -1.004
C2 0.495 4.131 -1.371
C3 2.508 5.417 -1.391
C4 -0.340 -1.787 -0.268
C5 -0.376 1.570 2.602
C6 2.258 -6.240 0.323
C7 1.149 3.062 -0.751
C8 -0.243 3.091 2.677
C9 -0.329 -0.532 0.311
C10 -1.398 -0.053 1.077
C11 -2.442 3.359 2.013
C12 2.503 3.200 -0.460
C13 -2.662 1.843 1.956
C14 1.630 -6.244 1.483
C15 -2.512 -0.904 1.175
C16 1.162 5.298 -1.688
C17 -2.524 -2.160 0.613
C18 1.847 -5.461 -0.892
C19 3.172 4.367 -0.779
C20 -1.422 -2.646 -0.099
H1 -0.475 1.865 -0.819
H2 0.735 -5.669 1.658
H3 -3.363 3.867 2.305
H4 -0.677 1.193 3.593
H5 3.032 6.327 -1.639
H6 1.977 -6.837 2.310
H7 4.222 4.454 -0.547
H8 0.491 -2.032 -0.909
H9 -2.126 3.714 1.022
H10 -3.396 1.619 1.181
H11 0.627 6.105 -2.166
H12 3.145 -6.840 0.175
H13 1.520 -6.159 -1.672
H14 -2.419 -4.285 -0.811
H15 -3.041 1.503 2.933
H16 3.011 2.379 0.018
H17 0.580 1.132 2.329
H18 -3.378 -0.581 1.731
H19 2.707 -4.899 -1.274
H20 0.142 3.474 1.722
H21 0.441 3.371 3.479
H22 0.938 -3.815 0.021
H23 -3.397 -2.786 0.728

natural (NBO) population analysis, charges in e, atoms 1 to 6: atom 1 (Cl): -0.01, atom 2 (S): -0.26, atom 3 (S): 2.31, atom 4 (O): -0.52, atom 5 (O): -0.94, atom 6 (O): -0.92

5.
# C31H32Cl4N7O2PTeTi

C31H32Cl4N7O2PTeTi as an isolated structure at a distorted geometry (the ωB97M-V functional and the def2-TZVPD basis, OMol25).

As for the expectation value of S²: 0.76. The HOMO-LUMO gap (alpha / beta) is 0.2108 / 0.2247 Eh. The value obtained for the molecular weight is 882.90 Da. The spin multiplicity is 2. As for the net charge: -1. The LUMO energy (alpha / beta) is 2.3 / 2.3 eV. The HOMO energy (alpha / beta) is -3.44 / -3.84 eV.

Positions of all 79 atoms, in Å:
Te1 -1.954 -1.091 1.330
Ti1 0.106 0.073 -0.092
Cl1 0.793 -4.140 -5.200
Cl2 1.478 -4.118 -2.167
Cl3 -1.840 0.532 -4.638
Cl4 -0.852 -1.793 -6.438
P1 2.009 -2.720 1.364
O1 0.515 -1.615 -0.759
O2 -0.889 0.281 -1.756
N1 -0.940 2.057 0.782
N2 1.682 1.187 -0.637
N3 1.526 -5.438 1.948
N4 3.827 -4.903 1.310
N5 3.001 -4.311 3.523
N6 -1.561 3.086 -1.928
N7 0.710 0.105 1.710
C1 -2.564 2.754 -1.122
C2 -0.449 -0.065 3.889
C3 -3.124 3.612 -3.658
C4 2.696 -5.816 1.169
C5 0.260 -2.831 -4.209
C6 -2.313 2.339 0.313
C7 0.736 0.022 4.509
C8 -1.838 3.479 -3.165
C9 1.860 0.244 2.401
C10 -0.900 -0.735 -3.942
C11 1.363 3.067 0.958
C12 0.209 -1.746 -2.034
C13 -0.552 0.222 2.424
C14 0.578 -2.811 -2.846
C15 -0.565 -0.668 -2.587
C16 4.228 2.190 -1.348
C17 3.534 -3.610 0.692
C18 1.913 -5.263 3.338
C19 3.405 2.850 -0.446
C20 -0.113 3.265 0.616
C21 -0.472 -1.792 -4.751
C22 0.889 -4.228 1.424
C23 2.571 -2.959 3.156
C24 -4.174 3.284 -2.817
C25 4.135 -4.741 2.722
C26 2.169 2.340 -0.094
C27 -1.032 1.666 2.214
C28 1.940 0.285 3.757
C29 3.733 1.014 -1.904
C30 -3.892 2.835 -1.540
C31 2.485 0.569 -1.548
H1 3.436 -3.757 -0.383
H2 2.108 -0.340 -1.997
H3 4.389 -2.945 0.863
H4 4.481 -5.705 3.112
H5 0.040 -3.966 2.062
H6 -0.186 3.567 -0.424
H7 -2.743 3.144 0.935
H8 3.741 3.773 0.007
H9 -0.392 2.323 2.815
H10 -5.199 3.374 -3.155
H11 -2.050 1.785 2.596
H12 -3.292 3.924 -4.679
H13 4.322 0.447 -2.612
H14 2.241 -6.232 3.733
H15 2.762 0.294 1.793
H16 1.047 -4.916 3.906
H17 3.020 -6.808 1.503
H18 1.468 2.541 1.909
H19 1.735 -2.672 3.802
H20 -0.521 4.072 1.246
H21 0.497 -4.436 0.428
H22 -2.894 1.430 0.498
H23 -0.978 3.697 -3.789
H24 1.804 4.057 1.094
H25 5.207 2.572 -1.597
H26 3.399 -2.270 3.348
H27 0.819 -0.150 5.577
H28 4.940 -4.008 2.825
H29 2.419 -5.862 0.114
H30 -4.691 2.540 -0.871
H31 -1.366 -0.321 4.404
H32 2.896 0.364 4.253

Mulliken population analysis, charges in e, atoms 1 to 6: atom 1 (Te): -0.27, atom 2 (Ti): -0.58, atom 3 (Cl): -0.25, atom 4 (Cl): -0.24, atom 5 (Cl): -0.21, atom 6 (Cl): -0.24